DFT (ωB97M-V with the def2-TZVPD basis set) results for 3 unconnected molecules or ions with the total composition C17H39F2N4O7P.

Bonds (Å) are listed after each position.
CARTESIAN COORDINATES (ANGSTROEM)
1 H 0.491 -0.117 -2.925  C40 1.092
2 O -1.156 6.079 -4.033  C46 1.221
3 H 2.846 -1.579 3.147  C52 1.095
4 O 1.917 2.133 -2.175  C20 1.420, P30 1.604
5 H 0.324 -1.648 -0.736  C54 1.090
6 O 4.141 1.562 -3.400  P30 1.448
7 H 0.231 6.777 -6.804  N28 1.002
8 O 2.517 -0.257 -2.780  P30 1.584, C40 1.408
9 H -3.413 0.322 0.647  C39 1.099
10 H 4.257 1.151 2.063  C65 1.092
11 H -0.871 2.473 -2.952  C17 1.090
12 H 0.762 -1.750 4.094  C44 1.093
13 H -3.925 -2.093 2.331  C68 1.094
14 H 0.995 -6.091 1.500  N69 1.003
15 H 3.709 2.547 0.365  C49 1.092
16 O -4.364 0.323 2.474  C39 1.419, C57 1.411
17 C -0.126 3.237 -2.729  H11 1.090, C20 1.503, H34 1.089, H64 1.089
18 H -2.958 1.792 2.050  C57 1.096
19 H 2.131 1.780 0.157  C49 1.090
20 C 1.221 2.790 -3.224  O4 1.420, C17 1.503, H27 1.092, F50 1.384
21 H -0.621 8.489 -3.830  N43 1.003
22 H 1.373 0.736 1.854  C35 1.096
23 F 1.168 -1.986 -2.981  C40 1.376
24 H 0.013 -0.722 2.900  C44 1.095
25 H -1.824 -3.794 2.079  C26 1.096
26 C -1.458 -2.795 2.340  H25 1.096, H37 1.096, C42 1.526, C63 1.528
27 H 1.857 3.599 -3.586  C20 1.092
28 N -0.223 6.239 -6.091  H7 1.002, C46 1.366, H61 1.003
29 H -3.990 -2.339 0.591  C68 1.093
30 P 3.156 1.147 -2.424  O4 1.604, O6 1.448, O8 1.584, O56 1.572
31 H 1.973 -1.062 -0.429  C54 1.091
32 H -2.414 -7.193 3.364  N60 1.003
33 C -0.644 -6.538 2.615  N60 1.368, O66 1.217, N69 1.368
34 H -0.089 3.380 -1.650  C17 1.089
35 C 2.277 0.298 2.292  H22 1.096, C52 1.529, H53 1.093, C65 1.540
36 H -1.605 -0.801 1.512  C42 1.096
37 H -1.848 -2.580 3.341  C26 1.096
38 H 0.365 -3.716 2.948  C63 1.092
39 C -4.119 -0.296 1.221  H9 1.099, O16 1.419, H59 1.093, C68 1.526
40 C 1.241 -0.732 -2.421  H1 1.092, O8 1.408, F23 1.376, C54 1.510
41 H -1.700 -2.099 0.337  C42 1.095
42 C -2.028 -1.796 1.337  C26 1.526, H36 1.096, H41 1.095, C68 1.537
43 N -0.344 8.084 -4.704  H21 1.003, C46 1.365, H48 1.002
44 C 0.688 -1.577 3.017  H12 1.093, H24 1.095, C52 1.537, C63 1.536
45 H -2.138 -7.713 1.736  N60 1.002
46 C -0.610 6.757 -4.888  O2 1.221, N28 1.366, N43 1.365
47 H 2.238 -1.710 1.507  C52 1.095
48 H 0.101 8.658 -5.394  N43 1.002
49 C 3.199 1.587 0.260  H15 1.092, H19 1.090, O56 1.439, C65 1.526
50 F 1.076 1.902 -4.276  C20 1.384
51 H -2.617 0.805 3.492  C57 1.097
52 C 2.074 -1.208 2.466  H3 1.095, C35 1.529, C44 1.537, H47 1.095
53 H 2.366 0.745 3.286  C35 1.093
54 C 1.030 -0.840 -0.930  H5 1.090, H31 1.091, C40 1.510, H58 1.090
55 H 3.975 -0.238 1.045  C65 1.093
56 O 3.693 0.994 -0.954  P30 1.572, C49 1.439
57 C -3.414 1.274 2.901  O16 1.411, H18 1.096, H51 1.097, H70 1.090
58 H 0.614 0.083 -0.525  C54 1.090
59 H -5.065 -0.299 0.674  C39 1.093
60 N -1.832 -7.211 2.547  H32 1.003, C33 1.368, H45 1.002
61 H -0.415 5.269 -6.258  N28 1.003
62 H -0.151 -7.068 0.649  N69 1.002
63 C 0.070 -2.831 2.381  C26 1.528, H38 1.092, C44 1.536, H67 1.097
64 H -0.412 4.175 -3.203  C17 1.089
65 C 3.504 0.667 1.438  H10 1.092, C35 1.540, C49 1.526, H55 1.093
66 O -0.294 -5.931 3.611  C33 1.217
67 H 0.440 -2.962 1.356  C63 1.097
68 C -3.561 -1.708 1.374  H13 1.094, H29 1.093, C39 1.526, C42 1.537
69 N 0.120 -6.581 1.481  H14 1.003, C33 1.368, H62 1.002
70 H -3.923 2.010 3.523  C57 1.090

Orbital gap in Ha: 0.3702
Highest occupied orbital energy in hartree: -0.3509
SMILES: COCCCCCCCCCCOP(=O)(O[C@H](C)F)O[C@H](C)F.NC(N)=O.NC(N)=O